Record 1
The following is a quantum chemistry calculation of a structure of composition C33H26BrIN5O5Sr, from the OMol25 dataset.

```
72
Properties=species:S:1:pos:R:3:forces:R:3:nbo_charge:R:1
Sr 1.178 0.536 0.466 0.176 -0.461 -0.162 1.8104
C -2.025 1.802 3.532 -0.024 0.014 0.002 -0.6463
C -2.080 2.279 2.115 0.099 -0.023 0.025 0.1744
N -3.242 2.435 1.530 -0.023 -0.003 -0.022 -0.4150
C -3.285 2.808 0.232 -0.044 -0.006 0.023 -0.0433
C -2.172 3.052 -0.531 0.027 -0.017 -0.004 -0.0510
C -2.312 3.536 -1.945 -0.016 0.006 0.002 -0.0900
O -1.892 4.901 -2.085 -0.023 0.004 0.015 -0.7278
C -0.916 2.924 0.094 0.222 0.041 0.018 -0.2438
C 0.357 3.234 -0.560 -0.098 0.184 -0.101 0.1367
N 0.674 2.815 -1.726 -0.066 -0.022 -0.025 -0.4980
C 1.832 3.308 -2.340 0.048 -0.007 -0.020 0.1822
C 2.069 4.679 -2.440 -0.001 0.004 -0.006 -0.2582
C 3.184 5.157 -3.111 -0.048 0.049 0.032 -0.2027
C 4.080 4.276 -3.694 0.043 -0.048 -0.027 -0.2308
C 3.857 2.907 -3.607 0.000 0.052 0.001 -0.2209
C 2.738 2.431 -2.948 -0.047 0.022 0.040 -0.2211
I 2.425 0.376 -2.758 0.058 -0.060 -0.003 0.1916
C -0.831 2.496 1.431 -0.057 -0.011 0.002 0.3492
O 0.305 2.222 1.984 -0.073 0.112 -0.032 -0.8518
H -3.030 1.781 3.949 0.003 -0.005 0.005 0.2168
H -1.375 2.442 4.132 0.000 -0.001 -0.003 0.2191
H -1.594 0.799 3.570 -0.005 -0.009 -0.005 0.2370
H -4.277 2.903 -0.199 0.007 0.007 -0.017 0.1796
H -3.356 3.426 -2.257 0.005 0.009 -0.007 0.1606
H -1.684 2.965 -2.625 -0.002 -0.006 0.004 0.2052
H -2.295 5.388 -1.359 0.015 -0.002 -0.013 0.4629
H 1.067 3.836 0.024 -0.034 0.024 0.018 0.1804
H 1.339 5.357 -2.015 -0.001 0.004 -0.002 0.2284
H 3.346 6.225 -3.182 0.002 -0.001 0.000 0.2106
H 4.950 4.648 -4.219 0.003 -0.011 -0.002 0.2107
H 4.555 2.209 -4.050 0.004 0.004 -0.004 0.2207
O 3.104 -0.583 1.261 -0.225 0.206 0.100 -0.8878
C 3.363 -1.314 2.287 0.208 -0.020 0.037 0.4034
C 4.696 -1.387 2.784 -0.092 -0.010 -0.070 -0.2721
C 5.038 -2.158 3.868 0.006 -0.047 0.059 -0.2063
C 4.076 -2.923 4.537 0.022 0.013 -0.015 -0.3190
C 2.778 -2.881 4.076 -0.010 0.020 -0.025 -0.1462
C 2.387 -2.100 2.980 -0.137 -0.026 -0.047 -0.2428
C 0.980 -2.180 2.606 0.134 0.129 -0.054 0.1294
N 0.392 -1.496 1.696 -0.333 -0.348 0.274 -0.4167
N -0.972 -1.806 1.572 0.119 0.042 -0.096 -0.4775
C -1.508 -1.211 0.534 0.160 0.077 0.174 0.5395
O -0.919 -0.452 -0.311 -0.078 0.175 0.078 -0.8832
C -2.979 -1.447 0.349 0.026 -0.044 -0.091 -0.0264
C -3.643 -0.759 -0.660 -0.028 -0.004 -0.004 -0.2107
C -5.004 -0.948 -0.864 0.018 0.014 -0.010 -0.2170
C -5.710 -1.832 -0.063 -0.010 -0.014 0.013 -0.2300
C -5.050 -2.523 0.946 -0.019 -0.008 -0.006 -0.2329
C -3.694 -2.333 1.153 0.008 0.018 -0.008 -0.1935
H 5.436 -0.797 2.257 0.014 -0.003 0.014 0.1982
H 6.068 -2.175 4.207 0.000 0.003 -0.006 0.1931
H 4.343 -3.533 5.390 0.004 -0.001 0.000 0.1968
H 2.012 -3.469 4.572 0.008 -0.007 0.008 0.1936
H 0.366 -2.890 3.166 0.042 -0.051 -0.003 0.1636
H -3.073 -0.064 -1.263 0.002 0.002 0.001 0.2334
H -5.514 -0.397 -1.646 0.002 0.001 0.000 0.1987
H -6.773 -1.979 -0.219 0.000 -0.001 0.003 0.1983
H -5.599 -3.212 1.578 -0.002 0.002 -0.001 0.2000
H -3.165 -2.856 1.937 -0.001 -0.001 0.000 0.2344
O -0.289 -6.086 -2.620 -0.043 0.021 -0.010 -0.6584
C 0.215 -4.872 -2.275 -0.013 -0.070 -0.021 0.3497
C -0.466 -3.684 -2.507 -0.006 0.027 0.016 -0.3483
C 0.130 -2.505 -2.110 -0.017 0.047 0.105 0.0789
N 1.324 -2.441 -1.509 0.051 -0.069 -0.224 -0.4992
C 1.949 -3.586 -1.321 0.005 0.057 0.074 0.1781
Br 3.645 -3.499 -0.479 0.000 0.004 -0.020 0.0762
C 1.462 -4.834 -1.674 -0.005 0.030 0.024 -0.3466
H -1.177 -5.965 -2.974 0.038 -0.012 0.017 0.4806
H -1.448 -3.675 -2.965 -0.003 0.006 -0.001 0.2168
H -0.383 -1.560 -2.230 0.001 -0.002 -0.020 0.2375
H 2.015 -5.739 -1.479 0.008 0.003 0.006 0.2387
```
Positions in Å, forces in eV/Å.

Summary:
Spin multiplicity: 1
Charge: -1
Kohn-Sham gap: 6.500 eV

---

Record 2
The following is a quantum chemistry calculation of a cluster of 2 separate species, C14H30F4N6O8S2 in total in a non-equilibrium geometry, from the OMol25 dataset.

```
64
Properties=species:S:1:pos:R:3:forces:R:3:nbo_charge:R:1
C -1.190 -1.020 4.509 0.151 0.661 0.349 -0.4432
N -0.080 -0.233 3.846 -1.049 -0.120 -0.859 -0.6624
C -0.347 -0.055 2.336 0.269 -1.649 2.272 -0.0743
N 0.958 0.470 1.757 -0.596 -1.085 -3.803 -0.4799
C 0.598 1.803 1.101 -0.132 1.641 -1.219 -0.2722
C 0.266 2.996 2.189 0.085 0.664 -0.105 -0.2354
N -0.939 3.845 1.789 0.562 -1.879 0.760 -0.8464
C 1.508 -0.492 0.683 -0.853 1.357 1.662 0.8410
N 1.201 -0.140 -0.744 1.400 -1.736 1.751 -0.5340
C 2.409 0.199 -1.575 1.600 -0.256 -0.820 -0.2707
C 2.247 1.627 -2.412 0.720 -1.069 0.173 0.0186
F 3.337 2.541 -1.988 -2.448 -1.844 -0.689 -0.3785
C 0.226 -1.063 -1.420 -2.062 0.149 -1.101 -0.2368
C -1.332 -0.948 -0.824 -0.261 -0.475 -1.149 -0.4391
C -2.404 -1.422 -2.016 0.537 -0.743 0.288 -0.4279
C -2.976 -2.963 -1.721 -0.463 2.015 0.359 -0.6221
S -2.184 -4.218 -2.879 -4.633 -5.803 -4.177 2.0858
O -2.490 -3.868 -4.357 2.124 0.289 5.169 -0.8652
O -2.867 -5.608 -2.594 3.247 5.405 0.186 -0.8657
O -0.513 -4.456 -2.634 -1.448 2.266 -0.887 -0.8468
N 2.261 -1.538 1.151 -1.482 2.611 -0.178 -0.2238
N 2.829 -2.438 0.269 0.424 -0.921 -1.285 -0.6638
C 2.555 -1.792 2.645 0.222 -0.742 1.477 -0.3364
C 3.808 -2.874 2.745 0.904 -6.175 0.936 0.7698
O 3.681 -4.153 3.148 0.395 9.076 -2.608 -0.5001
O 5.165 -2.393 2.352 -3.364 -1.088 -1.012 -0.7347
H -2.193 -0.413 4.329 1.602 -1.760 0.656 0.1892
H -1.206 -2.097 4.048 -0.215 2.062 0.934 0.1993
H -0.907 -1.080 5.665 -0.928 0.041 -2.586 0.2289
H -0.016 0.696 4.322 -0.106 -0.999 -0.824 0.3698
H -1.271 0.647 2.156 1.909 -1.277 -0.157 0.2303
H -0.521 -1.155 1.932 -0.036 2.345 0.846 0.1914
H 1.473 2.218 0.412 -1.724 -1.159 1.549 0.2335
H -0.346 1.683 0.394 1.956 0.268 1.487 0.2167
H 1.215 3.705 2.202 -1.920 -1.580 0.171 0.2094
H 0.062 2.610 3.277 0.609 0.561 -2.082 0.1809
H -1.805 3.471 2.273 1.378 0.605 -1.233 0.3571
H -1.072 3.866 0.755 -0.193 0.105 1.131 0.4126
H 3.383 0.221 -0.892 -2.051 0.322 -1.437 0.2261
H 2.602 -0.667 -2.371 -0.430 1.735 1.628 0.2004
H 2.449 1.353 -3.541 -0.494 0.981 2.310 0.1930
H 1.178 2.057 -2.206 2.196 -0.307 -0.435 0.2500
H 0.542 -2.187 -1.484 -0.369 1.872 0.306 0.1737
H 0.132 -0.688 -2.549 0.409 -0.633 2.553 0.2470
H -1.525 -1.695 0.070 0.597 1.813 -1.596 0.2011
H -1.605 0.166 -0.572 0.790 -2.233 -0.305 0.2637
H -1.886 -1.493 -3.080 -1.146 0.541 2.153 0.2315
H -3.290 -0.654 -2.049 1.772 -1.665 -0.054 0.2753
H -4.130 -2.929 -2.000 2.614 -0.755 0.320 0.3018
H -2.853 -3.291 -0.603 -0.098 0.385 -2.321 0.2562
H -0.043 -3.770 -3.214 -0.940 -1.276 0.821 0.5016
H 2.133 -3.013 -0.248 0.796 0.792 0.598 0.3996
H 3.560 -2.019 -0.343 -1.113 -0.258 0.602 0.3926
H 1.632 -2.342 3.165 2.051 1.419 -1.276 0.2820
H 2.798 -0.772 3.217 -0.644 -2.294 -1.500 0.3040
H 5.309 -2.690 1.389 -0.345 0.340 2.154 0.5016
C -2.693 5.484 -2.980 -0.611 1.655 -1.152 0.6999
F -2.180 6.685 -2.558 -0.314 -1.432 -0.111 -0.3280
F -4.054 5.651 -3.011 1.359 -0.526 0.299 -0.3279
F -2.304 5.353 -4.289 -0.192 -0.259 1.390 -0.3305
S -2.157 4.047 -1.912 0.245 -1.793 1.115 2.3065
O -2.653 4.354 -0.563 0.263 0.227 -1.345 -0.9925
O -0.691 4.020 -1.995 -0.889 0.340 -0.182 -1.0100
O -2.791 2.860 -2.502 0.367 1.249 0.084 -0.9939
```
Positions in Å, forces in eV/Å.

Summary:
Spin multiplicity: 1
Kohn-Sham gap: 6.174 eV